1.
8
Properties=species:S:1:pos:R:3:lowdin_spin:R:1 method="wB97M-V/def2-TZVPD" orbital_gap_ev="10.450 / 6.842" de_lowest_kcal_mol=4.04 total_charge=0 spin_multiplicity=3 homo_ev="-9.50 / -9.14"
C -0.37 -0.42 0.41 0.16
C 0.38 0.49 -0.58 0.04
S 0.55 -1.97 0.56 0.85
S -0.77 0.45 1.88 0.88
H -1.47 -0.70 0.12 0.05
H 0.60 -0.01 -1.62 0.01
H 1.40 0.74 0.00 0.00
H -0.33 1.42 -0.78 0.01

***

2.
8
Properties=species:S:1:pos:R:3:lowdin_spin:R:1 method="wB97M-V/def2-TZVPD" orbital_gap_ev="5.645 / 5.826" de_lowest_kcal_mol=97.00 total_charge=0 spin_multiplicity=3 homo_ev="-5.07 / -9.09"
C 0.86 0.21 0.88 0.11
C -0.06 -0.20 -0.26 0.33
S 1.33 -1.26 -0.05 1.02
S -1.70 -0.89 0.19 0.14
H 1.47 1.04 0.71 0.00
H 0.31 0.06 1.89 0.02
H -0.32 0.58 -1.62 0.36
H -1.51 -2.07 -0.59 0.02

***

3.
9
Properties=species:S:1:pos:R:3:lowdin_charge:R:1 method="wB97M-V/def2-TZVPD" orbital_gap_ev=8.000 de_lowest_kcal_mol=55.99 total_charge=0 spin_multiplicity=1 homo_ev=-9.05 smiles="S=C(S)CS"
C 0.31 -0.97 0.45 -0.50
C -0.80 -0.06 0.01 -1.17
H 1.76 1.11 -0.48 -0.15
H 0.48 -0.47 1.46 0.07
H 0.30 -2.20 0.47 0.14
H -1.48 1.93 -0.52 -0.14
S 2.00 -0.41 -0.64 0.48
S -0.23 1.65 -0.19 0.69
S -2.33 -0.58 -0.57 0.58

***

4.
9
Properties=species:S:1:pos:R:3:lowdin_charge:R:1 method="wB97M-V/def2-TZVPD" orbital_gap_ev="6.926 / 6.928" de_lowest_kcal_mol=30.00 total_charge=0 spin_multiplicity=1 homo_ev="-7.83 / -7.83"
C -0.06 -0.49 -0.29 -1.04
C 0.29 0.74 0.47 -0.20
S -1.62 -0.64 -1.00 0.41
S -2.55 0.93 -0.30 0.07
S 0.83 -1.91 -0.79 0.74
H 1.17 0.51 1.19 0.12
H -0.71 0.99 0.87 -0.04
H 0.67 1.59 -0.01 0.06
H 1.98 -1.72 -0.14 -0.13